(1)
# C3H7O2S

2 unconnected molecules or ions with the total composition C3H7O2S (ωB97M-V/def2-TZVPD, the Open Molecules 2025 dataset).

Output
DFT total energy = -667.20421 Eh
HOMO-LUMO gap = 6.87 eV
Largest force on an atom = 0.58 eV Å⁻¹
LUMO = 4.010 eV

```
! wB97M-V def2-TZVPD RIJCOSX def2/J DEFGRID3
* xyz -1 1
O -0.64458 -2.53833 -0.81156
C -0.80371 -2.05519 0.28557
C 0.26710 -1.28614 0.99413
C 0.28666 0.16726 0.46084
S -1.25094 1.03553 0.87714
H -1.78114 -2.17415 0.78252
H 1.23098 -1.77774 0.79124
H 0.10577 -1.24528 2.07285
H 0.43711 0.08253 -0.62265
H 1.21152 0.63352 0.82630
H 0.44807 3.75850 -1.58395
H 0.08973 2.31265 -1.79209
O 0.40343 3.08684 -2.28036
*
```

Charge distribution, natural (NBO) scheme, values in e: O -0.5790; C 0.4655; C -0.5260; C -0.5099; S -0.7070; H 0.1103; H 0.1949; H 0.2084; H 0.1739; H 0.1727; H 0.4655; H 0.4931; O -0.9623

(2)
# C3H7O2S

2 unconnected molecules or ions with the total composition C3H7O2S (ωB97M-V/def2-TZVPD, the Open Molecules 2025 dataset).

Output
DFT total energy = -667.22405 Eh
HOMO-LUMO gap = 7.43 eV
Largest force on an atom = 0.87 eV Å⁻¹
LUMO = 3.170 eV

```
! wB97M-V def2-TZVPD RIJCOSX def2/J DEFGRID3
* xyz -1 1
C -0.33541 -0.52521 -0.92935
C -0.23957 -1.00232 0.50666
S -0.93620 -2.68825 0.76385
H 0.21801 -1.18246 -1.59994
H -1.37921 -0.51621 -1.26321
H 0.00576 0.50378 -0.88602
H -0.72465 -0.28151 1.16632
H 0.78620 -0.97602 0.87306
H -1.10421 -2.91531 -0.54604
O 1.73101 1.65121 -0.13787
C 0.93525 2.38910 0.48856
O 0.39319 2.20056 1.59717
H 0.64983 3.34263 -0.03317
*
```

Charge distribution, natural (NBO) scheme, values in e: C -0.6252; C -0.4955; S -0.1181; H 0.1882; H 0.1795; H 0.2752; H 0.2389; H 0.2299; H 0.1074; O -0.7988; C 0.6175; O -0.7888; H -0.0102

(3)
# C3H7O2S

2 unconnected molecules or ions with the total composition C3H7O2S at a distorted geometry (ωB97M-V/def2-TZVPD, the Open Molecules 2025 dataset).

Output
DFT total energy = -667.21619 Eh
HOMO-LUMO gap = 7.93 eV
Largest force on an atom = 2.10 eV Å⁻¹
LUMO = 3.800 eV

```
! wB97M-V def2-TZVPD RIJCOSX def2/J DEFGRID3
* xyz -1 1
C -1.22038 0.25802 0.35689
C -1.02251 -1.05767 1.13836
S 0.72357 -1.68532 0.99864
H -1.09398 0.03986 -0.69402
H -0.50694 0.95276 0.76036
H -2.26733 0.51827 0.46232
H -1.08647 -0.85058 2.20276
H -1.63783 -1.85887 0.77545
H 1.40972 -0.57855 0.19004
O 1.24555 2.14412 -1.98245
C 1.63789 1.08001 -1.53919
O 1.67519 0.62029 -0.36175
H 2.14351 0.41765 -2.30741
*
```

Charge distribution, natural (NBO) scheme, values in e: C -0.6144; C -0.4796; S -0.3924; H 0.2055; H 0.2364; H 0.1782; H 0.1892; H 0.1879; H 0.3191; O -0.7111; C 0.6640; O -0.7843; H 0.0016

(4)
# C3H7O3

2 unconnected molecules or ions with the total composition C3H7O3 at a distorted geometry (ωB97M-V/def2-TZVPD, the Open Molecules 2025 dataset).

Output
DFT total energy = -344.26156 Eh
HOMO-LUMO gap = 9.10 eV
Largest force on an atom = 4.61 eV Å⁻¹
LUMO = 4.297 eV

```
! wB97M-V def2-TZVPD RIJCOSX def2/J DEFGRID3
* xyz -1 1
C -0.33174 1.79586 -1.66158
C -0.13557 1.19956 -0.24899
O 0.91182 0.43238 -0.14600
O -0.84706 1.64415 0.63100
H 0.51807 1.61236 -2.38697
H -0.42043 2.88750 -1.56123
H -1.22349 1.37398 -2.06597
C 0.01734 -2.17767 1.36136
O 1.39569 -1.61623 1.34575
H 1.20973 -0.64287 0.86717
H -0.39502 -1.62577 0.48733
H -0.09455 -3.23560 1.23762
H -0.60480 -1.64767 2.14051
*
```

Charge distribution, natural (NBO) scheme, values in e: C -0.7278; C 0.7800; O -0.8146; O -0.7238; H 0.1956; H 0.2011; H 0.2000; C -0.2923; O -0.8297; H 0.5154; H 0.1797; H 0.1571; H 0.1592

(5)
# C3H7O3

2 unconnected molecules or ions with the total composition C3H7O3 at a distorted geometry (ωB97M-V/def2-TZVPD, the Open Molecules 2025 dataset).

Output
DFT total energy = -344.25978 Eh
HOMO-LUMO gap = 7.83 eV
Largest force on an atom = 4.23 eV Å⁻¹
LUMO = 3.957 eV

```
! wB97M-V def2-TZVPD RIJCOSX def2/J DEFGRID3
* xyz -1 1
C 1.32771 0.76395 1.59689
C 0.85048 1.02620 0.10990
O -0.06733 1.82946 -0.14288
O 1.43369 0.28989 -0.72716
H 2.23142 0.23969 1.75234
H 0.46087 0.47657 2.16397
H 1.53361 1.85127 1.84224
C -1.53389 -1.13784 -0.94124
O -1.68188 -2.30477 -0.10898
H -1.09407 -2.25508 0.64952
H -0.50166 -1.09664 -1.34203
H -2.33348 -1.18620 -1.71587
H -1.68595 -0.16552 -0.48543
*
```

Charge distribution, natural (NBO) scheme, values in e: C -0.7528; C 0.7661; O -0.7905; O -0.8084; H 0.1982; H 0.1980; H 0.1981; C -0.2752; O -0.7566; H 0.4641; H 0.2123; H 0.1511; H 0.1956

(6)
# C3H7O3

2 unconnected molecules or ions with the total composition C3H7O3 at a distorted geometry (ωB97M-V/def2-TZVPD, the Open Molecules 2025 dataset).

Output
DFT total energy = -344.27093 Eh
HOMO-LUMO gap = 8.68 eV
Largest force on an atom = 2.63 eV Å⁻¹
LUMO = 4.234 eV

```
! wB97M-V def2-TZVPD RIJCOSX def2/J DEFGRID3
* xyz -1 1
C -0.03512 -2.05056 -1.23925
C 0.84664 -1.11768 -0.31341
O 0.88597 0.06724 -0.74207
O 1.38622 -1.59003 0.69387
H 0.31177 -3.07132 -1.16040
H 0.00189 -1.73342 -2.28206
H -1.05492 -2.08722 -0.85035
C -0.70243 1.91910 1.24971
O 0.50055 2.35006 0.60208
H 0.84912 1.65424 0.00512
H -1.29924 2.81749 1.49643
H -1.10629 1.44094 0.34339
H -0.58417 1.40115 2.19693
*
```

Charge distribution, natural (NBO) scheme, values in e: C -0.7408; C 0.7852; O -0.8339; O -0.7557; H 0.1900; H 0.1978; H 0.1973; C -0.2587; O -0.7981; H 0.5208; H 0.1384; H 0.1994; H 0.1583

(7)
# C3H7O3

2 unconnected molecules or ions with the total composition C3H7O3 at a distorted geometry (ωB97M-V/def2-TZVPD, the Open Molecules 2025 dataset).

Output
DFT total energy = -344.22606 Eh
HOMO-LUMO gap = 7.40 eV
Largest force on an atom = 4.46 eV Å⁻¹
LUMO = 3.820 eV

```
! wB97M-V def2-TZVPD RIJCOSX def2/J DEFGRID3
* xyz -1 1
C 1.38878 -1.61094 1.64144
C 1.01592 -0.25232 0.93682
O 1.82226 0.55549 0.52011
O -0.25649 -0.35349 0.75087
H 2.50742 -1.68650 1.76605
H 0.88780 -2.36387 1.08966
H 0.86843 -1.73166 2.59422
C -1.15210 0.59501 -1.49910
O -2.36508 1.20775 -1.95389
H -2.89926 0.68523 -2.46746
H -0.51693 -0.08913 -2.08322
H -1.32719 -0.04185 -0.64125
H -0.64130 1.55928 -1.26966
*
```

Charge distribution, natural (NBO) scheme, values in e: C -0.7506; C 0.7811; O -0.7413; O -0.8484; H 0.1731; H 0.2120; H 0.1978; C -0.2785; O -0.7578; H 0.4417; H 0.1462; H 0.2415; H 0.1833

(8)
# C3H7O3

2 unconnected molecules or ions with the total composition C3H7O3 at a distorted geometry (ωB97M-V/def2-TZVPD, the Open Molecules 2025 dataset).

Output
DFT total energy = -344.29338 Eh
HOMO-LUMO gap = 8.37 eV
Largest force on an atom = 1.57 eV Å⁻¹
LUMO = 4.174 eV

```
! wB97M-V def2-TZVPD RIJCOSX def2/J DEFGRID3
* xyz -1 1
O -0.02862 1.53275 2.06878
C -0.14291 0.46704 1.42417
O -1.10947 -0.34047 1.46175
C 1.03110 0.10912 0.49580
C 0.66630 0.62966 -0.95909
H 1.91129 0.69519 0.75664
H 1.27943 -0.94965 0.55206
H -0.33653 1.04926 -0.90201
H 1.40159 1.36055 -1.28093
H 0.58109 -0.19456 -1.67371
H -1.94615 -1.61491 0.07396
H -1.24146 -1.14561 -1.11713
O -2.06567 -1.59838 -0.90028
*
```

Charge distribution, natural (NBO) scheme, values in e: O -0.7751; C 0.7578; O -0.8246; C -0.5116; C -0.6160; H 0.1930; H 0.1910; H 0.2205; H 0.1962; H 0.1794; H 0.5082; H 0.4617; O -0.9806

HOMO-LUMO gap of number 6 (C3H7O3)?
8.68 eV

Among the records above, which one has the lowest LUMO?
number 2